Here is a molecular structure, C22H30F4N2NbO5 in a non-equilibrium geometry from the Open Molecules 2025 dataset. Energies are from wB97M-V/def2-TZVPD.

Structure (XYZ):
```
64
Properties=species:S:1:pos:R:3:mulliken_charge:R:1
C -0.412 -0.233 1.666 -0.71
C -0.788 -1.552 0.817 -0.25
Nb -1.939 -1.187 -1.107 -0.49
F -1.503 -3.135 -1.721 -0.59
C -3.061 -0.889 -3.067 -0.40
C -2.317 -0.010 -4.165 -0.22
N -2.133 1.293 -4.145 -0.82
C -2.531 0.934 -0.541 -0.60
O -3.839 1.350 -1.073 -0.06
O -4.068 2.641 -0.643 -0.47
C -0.035 -0.499 -2.221 -1.03
C 1.310 -0.746 -1.409 1.01
C 2.011 0.406 -0.595 -0.81
C 3.300 0.197 0.229 -0.36
C 3.998 -1.183 0.311 -0.58
C 3.372 -2.337 -0.509 -0.44
C 2.062 -2.129 -1.354 0.55
C 1.542 -3.410 -2.152 -1.13
C -3.817 -1.913 -0.038 -0.58
C -4.827 -2.780 -0.918 -0.15
O -6.069 -2.881 -0.128 -0.55
C -4.357 -4.316 -1.151 0.88
F -5.506 -5.166 -0.982 -0.32
F -3.930 -4.562 -2.502 -0.26
F -3.393 -4.771 -0.229 -0.25
H 0.615 -0.447 2.159 0.26
H -1.125 -0.049 2.558 0.27
H -0.265 0.716 1.053 0.03
H -1.484 -2.185 1.496 0.32
H 0.169 -2.173 0.704 0.34
H -4.133 -0.483 -2.911 0.31
H -3.209 -1.947 -3.518 0.23
H -1.935 -0.565 -5.105 0.36
H -2.552 1.638 -3.263 0.38
H -2.612 1.112 0.603 0.42
H -1.747 1.706 -0.906 0.40
H -4.961 2.871 -0.994 0.28
H 0.102 -1.050 -3.231 0.48
H -0.118 0.629 -2.459 0.48
H 1.531 1.445 -0.586 0.22
H 3.733 1.092 0.793 0.31
H 4.932 -1.392 0.933 0.29
H 3.857 -3.377 -0.479 0.26
H 0.724 -3.065 -2.893 0.11
H 2.346 -3.915 -2.799 0.39
H 1.023 -4.133 -1.428 0.23
H -3.586 -2.546 0.903 0.38
H -4.374 -0.983 0.353 0.20
H -5.139 -2.316 -1.910 0.36
H -6.840 -2.872 -0.748 0.34
C 5.842 5.437 3.901 -0.38
C 5.263 4.703 4.932 -0.42
C 4.224 3.819 4.660 -0.36
C 3.775 3.676 3.349 0.01
C 4.344 4.414 2.314 -0.14
C 5.381 5.297 2.595 -0.54
N 2.697 2.728 3.054 0.97
O 2.208 2.112 3.989 -0.61
O 2.352 2.606 1.888 -0.51
H 6.657 6.122 4.116 0.36
H 5.625 4.817 5.949 0.36
H 3.782 3.253 5.472 0.43
H 3.997 4.311 1.291 0.45
H 5.834 5.874 1.796 0.36
```

Output
**M**: 571.39 g/mol
**Multiplicity**: 1
**DFT total energy**: -48925.535 eV
**Total charge**: -1
**Gap between HOMO and LUMO**: 5.7 eV


Here is a single C6H9INPS molecule in a non-equilibrium geometry from the Open Molecules 2025 dataset. Energies are from wB97M-V/def2-TZVPD.

Structure (XYZ):
```
19
Properties=species:S:1:pos:R:3:mulliken_charge:R:1
C 2.353 0.885 0.458 -1.10
C 1.232 0.992 -0.505 0.07
C 0.045 0.538 -0.129 0.05
C -1.338 0.364 -1.044 -0.07
P -1.747 2.152 -1.091 0.14
S -0.984 2.835 -2.734 -0.33
C -2.281 -0.537 -0.139 -0.50
C -1.205 -1.163 0.804 -0.70
N -0.236 -0.165 1.075 -0.53
I -0.768 1.103 2.689 0.13
H 2.839 1.832 0.695 0.31
H 3.347 0.475 -0.120 0.26
H 2.282 0.291 1.399 0.32
H 1.139 1.464 -1.550 0.14
H -1.018 0.145 -2.090 0.48
H -2.718 -1.394 -0.816 0.27
H -2.968 0.154 0.467 0.35
H -1.799 -1.554 1.567 0.44
H -0.777 -2.120 0.191 0.28
```

Output
**M**: 285.09 g/mol
**Multiplicity**: 1
**DFT total energy**: -36079.710 eV
**ΔE to the lowest compared entry with this formula, charge and spin**: 49.1 kcal per mole
**Gap between HOMO and LUMO**: 7.5 eV


Here is 9 unconnected molecules or ions with the total composition C21H50Cl10O8 in a non-equilibrium geometry from the Open Molecules 2025 dataset. Energies are from wB97M-V/def2-TZVPD.

Structure (XYZ):
```
89
Properties=species:S:1:pos:R:3:mulliken_charge:R:1
C -5.836 -1.778 2.418 -0.75
O -4.806 -2.697 2.181 -0.40
C -3.579 -2.119 2.523 -0.34
C -2.515 -3.201 2.363 -0.52
O -2.481 -3.805 1.013 -0.43
C -2.244 -2.883 -0.019 -0.70
H -5.985 -1.664 3.483 0.30
H -6.769 -2.070 1.998 0.29
H -5.512 -0.799 1.988 0.28
H -3.592 -1.769 3.585 0.54
H -3.342 -1.295 1.870 0.22
H -2.720 -4.083 2.949 0.35
H -1.513 -2.725 2.643 0.18
H -3.002 -2.132 -0.189 0.33
H -2.109 -3.455 -0.937 0.37
H -1.305 -2.405 0.201 0.26
C -2.404 2.303 6.571 -0.78
O -1.779 1.509 5.604 -0.32
C -2.247 1.607 4.309 -0.76
C -1.469 0.683 3.474 0.31
O -0.244 1.265 3.061 -0.51
C 0.500 0.502 2.155 -0.49
H -2.072 3.332 6.678 0.29
H -2.060 1.901 7.523 0.26
H -3.478 2.220 6.510 0.32
H -2.126 2.632 3.938 0.33
H -3.292 1.307 4.298 0.40
H -2.057 0.322 2.603 -0.12
H -1.317 -0.183 4.132 0.35
H -0.051 0.110 1.274 0.21
H 0.964 -0.371 2.620 0.35
H 1.267 1.168 1.811 0.22
C -1.272 3.310 0.569 -0.66
O -2.291 3.776 -0.281 -0.34
C -2.068 5.045 -0.858 -0.23
C -3.321 5.564 -1.428 -0.64
O -3.902 4.756 -2.384 -0.38
C -3.106 4.735 -3.561 -0.59
H -1.356 3.900 1.463 0.39
H -0.272 3.385 0.138 0.32
H -1.507 2.272 0.707 0.08
H -1.368 4.946 -1.672 0.25
H -1.657 5.743 -0.042 0.33
H -3.091 6.625 -1.759 0.39
H -4.081 5.632 -0.631 0.33
H -2.356 5.560 -3.558 0.35
H -3.778 4.788 -4.404 0.25
H -2.625 3.733 -3.612 0.13
C 2.566 -2.900 0.214 -0.74
O 1.508 -2.085 -0.338 -0.02
C 1.340 -2.232 -1.733 -0.60
C 0.545 -1.155 -2.257 -0.58
O 1.293 0.089 -2.121 0.00
C 0.713 1.100 -2.994 -0.74
H 2.584 -2.780 1.306 0.22
H 3.506 -2.611 -0.280 0.32
H 2.389 -3.992 -0.028 0.10
H 0.842 -3.212 -2.055 0.21
H 2.331 -2.254 -2.185 0.46
H -0.435 -1.073 -1.762 0.32
H 0.477 -1.315 -3.318 0.31
H 0.726 0.871 -4.109 0.19
H 1.308 1.991 -2.860 0.16
H -0.344 1.290 -2.715 0.35
Cl 2.269 -6.329 -3.666 -0.13
C 2.758 -6.890 -2.069 0.09
Cl 1.604 -8.021 -1.262 -0.16
H 3.729 -7.432 -2.224 0.30
H 2.860 -5.973 -1.484 -0.08
Cl 3.771 2.513 -4.037 -0.13
C 5.201 1.492 -4.044 -0.31
Cl 4.785 -0.161 -4.405 -0.12
H 5.892 1.899 -4.783 0.38
H 5.652 1.525 -3.083 0.15
Cl 5.578 0.616 -0.611 -0.22
C 3.879 1.052 -0.468 1.05
Cl 3.742 2.582 0.392 -0.20
H 3.525 1.172 -1.492 -0.35
H 3.431 0.283 0.136 -0.29
Cl 4.827 -1.325 2.760 -0.14
C 4.567 -0.235 4.113 -0.14
Cl 5.604 -0.600 5.456 -0.17
H 4.780 0.739 3.778 0.25
H 3.540 -0.247 4.383 0.19
Cl 1.157 -1.969 -6.404 -0.17
C 2.903 -2.198 -6.723 0.36
Cl 3.334 -3.915 -6.783 -0.15
H 3.010 -1.739 -7.673 0.34
H 3.477 -1.770 -5.889 -0.34
```

Output
**M**: 785.15 g/mol
**Multiplicity**: 1
**DFT total energy**: -164186.081 eV
**ΔE to the lowest compared entry with this formula, charge and spin**: 0.0 kcal per mole
**Gap between HOMO and LUMO**: 10.0 eV